(1)
{"formula": "C37H33N4OS7Ti", "method": "ωB97M-V/def2-TZVPD", "species": ["Ti", "S", "S", "S", "S", "S", "S", "S", "O", "N", "N", "N", "N", "C", "C", "C", "C", "C", "C", "C", "C", "C", "C", "C", "C", "C", "C", "C", "C", "C", "C", "C", "C", "C", "C", "C", "C", "C", "C", "C", "C", "C", "C", "C", "C", "C", "C", "C", "C", "C", "H", "H", "H", "H", "H", "H", "H", "H", "H", "H", "H", "H", "H", "H", "H", "H", "H", "H", "H", "H", "H", "H", "H", "H", "H", "H", "H", "H", "H", "H", "H", "H", "H"], "xyz": [[0.183494, -0.155411, -0.477955], [-2.152705, 1.737826, -4.556698], [-1.568459, -1.418996, -1.717025], [-3.618759, -0.613290, -3.799040], [3.583113, -3.302311, -1.560987], [-0.796214, -2.314421, 2.112435], [0.039381, 1.237696, -2.521584], [-4.837474, 1.271561, -5.757238], [-0.892564, -1.131720, 1.188315], [-2.575042, 1.293651, -0.008558], [0.019420, 1.858019, 0.685104], [1.776569, -0.081941, 1.803889], [1.409538, -2.087285, -0.879231], [-3.782301, 0.922076, -0.445375], [0.835318, -6.226272, -1.086452], [0.639286, 4.534001, 1.028628], [2.825921, 1.780618, -1.035199], [1.728660, 1.175712, 2.270675], [4.591635, -0.318500, -1.462093], [-2.642658, 3.175244, -1.481258], [-0.135260, -4.045350, -0.685016], [3.112632, -0.670294, 3.706776], [2.660554, -1.877808, -1.191867], [4.170054, 2.030053, -1.282072], [-4.460629, 1.635777, -1.427203], [-4.372325, -0.312054, 0.169631], [2.475037, -0.984968, 2.507263], [-2.108260, -0.349389, -2.960982], [1.098599, -3.447580, -0.938614], [2.065032, -5.656239, -1.352881], [5.060595, 0.979500, -1.486212], [-3.605083, 0.824134, -4.762589], [-2.426523, -4.445187, 2.704148], [3.000414, 0.602855, 4.217653], [-0.764877, 2.815932, 0.150036], [-0.473773, 4.163287, 0.304080], [2.293419, 1.538232, 3.488821], [-0.256303, -5.418991, -0.759340], [1.020803, 2.220746, 1.496590], [-2.436477, -3.067127, 2.059633], [-0.871381, -1.592627, 3.774025], [-1.432282, 0.761165, -3.296576], [-1.689637, -0.311461, 3.800283], [1.377199, 3.555739, 1.659666], [-2.036241, 2.405936, -0.498470], [3.235818, -0.548226, -1.207572], [2.607418, -2.396087, 2.006455], [-3.871701, 2.767239, -1.963983], [2.178597, -4.273454, -1.275242], [2.317301, 0.479241, -0.969578], [0.715566, -7.299751, -1.146413], [-4.359506, 3.313278, -2.761389], [3.566858, -2.517988, 1.497261], [2.242517, 3.823575, 2.246983], [-4.308892, -0.251777, 1.257821], [-2.137068, 4.032569, -1.904772], [6.106913, 1.178165, -1.680300], [-3.149683, -2.381274, 2.515469], [-2.156783, -4.401499, 3.760809], [-5.411891, -0.443424, -0.127703], [3.668365, -1.438577, 4.227886], [-5.427450, 1.297518, -1.775474], [0.168697, -1.409207, 4.050120], [0.909160, 5.577246, 1.128880], [2.917328, -6.267199, -1.620381], [3.452033, 0.867626, 5.165174], [2.160680, 2.630589, -0.922772], [-3.416866, -4.893789, 2.636121], [4.530421, 3.051972, -1.329553], [-1.261184, -2.366577, 4.438610], [-2.658440, -3.114463, 0.991866], [5.271826, -1.144794, -1.642756], [-1.609270, 0.151866, 4.783845], [-0.998004, -3.428398, -0.491329], [1.818865, -2.647369, 1.310986], [-1.126616, 4.905721, -0.131466], [2.165812, 2.538086, 3.875371], [-1.326205, 0.385142, 3.046172], [-2.744818, -0.494535, 3.599649], [-1.718547, -5.104378, 2.200557], [2.582945, -3.099632, 2.839013], [-1.220659, -5.879434, -0.584591], [-3.789951, -1.174404, -0.160916]], "forces_ev_per_a": [[0.8196, -0.3973, -0.3572], [-0.0348, -0.1120, -0.0380], [-0.0695, 0.1004, -0.0798], [0.0609, 0.0356, -0.0724], [0.0179, 0.0568, -0.0136], [-0.1568, 0.0168, 0.1136], [0.1867, -0.1435, 0.1248], [-0.0773, 0.0323, -0.0399], [0.1881, 0.1514, -0.1087], [-0.2594, 0.0381, 0.1412], [-0.1637, -0.1305, 0.0554], [0.0097, 0.0465, 0.0389], [-0.1739, -0.0101, -0.1458], [0.0728, -0.0102, 0.0694], [0.0519, 0.0285, -0.0161], [0.0010, 0.0855, -0.0017], [0.2261, -0.0715, -0.0653], [0.1989, -0.2534, 0.1891], [-0.0785, -0.0536, 0.0075], [0.0749, 0.0821, 0.0136], [-0.0720, 0.0577, 0.0668], [-0.0464, 0.0333, 0.0118], [0.0720, -0.1752, 0.0139], [-0.1134, 0.0401, 0.0256], [-0.0316, 0.0640, 0.0214], [0.0436, 0.0589, -0.0314], [-0.0209, -0.1066, -0.0583], [-0.2051, -0.0754, 0.0216], [0.1151, -0.1603, 0.0163], [-0.0195, -0.0491, -0.0027], [0.1098, -0.0245, -0.0191], [0.1740, -0.0927, 0.0655], [0.0229, 0.0205, -0.0038], [0.0481, -0.0463, 0.0446], [0.1362, -0.0942, 0.1563], [-0.0453, 0.0566, -0.0769], [-0.0327, 0.1325, 0.0115], [0.0073, -0.0076, -0.0032], [-0.2808, 0.2179, -0.2496], [0.0366, -0.0142, -0.0608], [0.0251, 0.0546, 0.0064], [-0.0265, 0.2189, -0.1788], [0.0287, -0.0071, 0.0299], [0.1342, -0.0171, 0.0967], [-0.0576, -0.0975, -0.0040], [0.0060, 0.1975, 0.0089], [-0.0063, 0.0953, -0.0113], [-0.0805, 0.0332, 0.0173], [-0.0115, 0.0899, 0.0265], [-0.6868, 0.1888, 0.2160], [0.0014, 0.0018, 0.0015], [-0.0085, 0.0030, 0.0131], [-0.0233, 0.0042, -0.0305], [-0.0052, -0.0260, 0.0008], [-0.0004, 0.0007, -0.0216], [-0.0126, -0.0078, 0.0065], [-0.0097, -0.0028, 0.0007], [-0.0017, 0.0122, -0.0002], [-0.0136, 0.0011, -0.0080], [0.0028, -0.0111, 0.0131], [-0.0076, -0.0015, -0.0062], [0.0068, -0.0010, 0.0023], [-0.0153, 0.0411, 0.0114], [0.0056, -0.0079, 0.0051], [-0.0078, 0.0066, 0.0039], [-0.0056, -0.0022, -0.0103], [-0.0167, 0.0045, -0.0008], [-0.0029, 0.0068, -0.0016], [0.0034, -0.0101, -0.0024], [0.0087, -0.0165, -0.0188], [-0.0111, -0.0112, 0.0090], [0.0132, 0.0110, -0.0034], [0.0063, -0.0080, -0.0004], [-0.0101, -0.0466, 0.0615], [-0.0048, -0.0385, 0.0128], [0.0022, -0.0223, 0.0021], [-0.0080, -0.0019, -0.0244], [-0.0139, 0.0186, -0.0075], [-0.0065, -0.0017, -0.0036], [0.0033, 0.0025, 0.0009], [0.0217, 0.0124, 0.0142], [-0.0077, 0.0294, 0.0084], [-0.0003, -0.0222, 0.0002]], "lowdin_spin": [0.969, -0.001, -0.011, 0.000, 0.000, 0.002, -0.010, 0.000, 0.016, 0.008, 0.000, 0.001, 0.004, 0.000, 0.000, 0.007, 0.000, 0.001, -0.001, 0.003, 0.000, 0.001, 0.002, -0.001, 0.003, 0.000, 0.000, 0.004, 0.001, 0.000, 0.001, 0.000, 0.000, 0.000, 0.006, -0.002, 0.001, 0.000, 0.007, 0.000, 0.001, -0.001, 0.000, -0.002, 0.002, 0.000, 0.000, 0.000, 0.000, -0.012, 0.000, 0.000, 0.000, 0.000, 0.000, 0.000, 0.000, 0.000, 0.000, 0.000, 0.000, 0.000, 0.000, 0.000, 0.000, 0.000, 0.000, 0.000, 0.000, 0.000, 0.000, 0.000, 0.000, 0.000, 0.000, 0.000, 0.000, 0.000, 0.000, 0.000, 0.000, 0.000, 0.000], "lumo_ev": [-0.4, -0.5], "energy_ha": -5360.9237, "multiplicity": 2}

=====

(2)
{"formula": "C19H20BrNO3", "method": "ωB97M-V/def2-TZVPD", "species": ["Br", "O", "O", "O", "N", "C", "C", "C", "C", "C", "C", "C", "C", "C", "C", "C", "C", "C", "C", "C", "C", "C", "C", "C", "H", "H", "H", "H", "H", "H", "H", "H", "H", "H", "H", "H", "H", "H", "H", "H", "H", "H", "H", "H"], "xyz": [[2.287158, -0.079465, -2.706895], [-1.499030, -1.720820, 2.041084], [1.440828, -2.524330, -1.173722], [-0.900166, -2.713104, -1.090131], [0.824212, -1.469725, 1.266460], [-1.324846, -1.405963, -4.987271], [1.576198, 0.934420, 1.118532], [-0.441096, -0.595256, -5.556712], [-0.907938, 4.345073, 2.307287], [-0.566931, 2.085324, 1.341687], [1.032569, -0.207795, 2.041629], [2.405241, -0.758500, 3.094095], [0.487022, -0.248060, -4.701148], [-2.379783, 2.427767, 2.818095], [0.428788, 1.377250, 0.442151], [-0.156136, 3.343863, 1.655912], [-0.976759, -2.085071, -3.754739], [-0.768001, -3.192183, 0.230067], [0.969432, -0.778464, -3.548965], [-0.110403, -1.662842, -3.043523], [0.209013, -2.093915, -1.754681], [-1.740340, 1.668325, 1.859987], [-0.287543, -1.964199, 1.251151], [-2.045545, 3.876762, 2.910736], [1.401235, -1.849773, 0.747415], [0.792695, 1.923433, -0.515358], [2.014760, -1.562030, 3.693759], [-2.623350, 4.341308, 3.652232], [-2.023446, -2.968964, -3.247811], [0.141123, -3.793935, 0.320238], [2.552210, 0.042582, 3.834571], [0.358367, 0.018414, 2.642866], [1.409047, 0.405050, -5.273074], [0.030177, 0.376521, -0.037663], [-1.757869, 0.731058, 1.844269], [-0.693459, -0.326639, -6.442582], [0.534375, 3.930415, 1.023349], [-2.081402, -1.970977, -5.497004], [-1.619213, -3.860085, 0.519275], [-3.154576, 1.863988, 3.230552], [1.960673, 1.435511, 1.866161], [3.157233, -0.997536, 2.557632], [-0.391419, 5.311737, 2.597634], [2.436892, 0.390832, 0.422454]], "forces_ev_per_a": [[3.7874, 1.6977, 2.2727], [6.8524, 0.0953, -3.2589], [-6.6159, 3.7280, -3.8442], [1.1829, 2.4463, -1.7814], [-3.5978, 8.0142, 7.2086], [-1.0703, -5.1819, 1.4108], [1.8261, -7.3286, -1.0450], [-2.7643, -2.3743, 3.8165], [0.7281, -0.9305, 1.6578], [2.4076, 2.0678, -1.9540], [11.8139, -4.8741, -3.7949], [-8.2604, 3.6021, 2.7981], [9.9929, 4.7136, -2.3013], [1.3070, 2.9682, -2.5556], [-2.6200, -0.5096, -5.0683], [0.2694, 4.2839, -1.8754], [-14.5820, -4.8663, -6.4289], [3.4172, 0.7565, 1.6700], [-7.1112, -1.4769, -2.1087], [12.4093, 4.9794, 7.0127], [3.9262, -8.7158, 8.0691], [1.0806, 5.4274, 1.9656], [-15.6511, -4.6510, 2.2032], [-0.9454, -3.9667, 0.8606], [7.8625, -3.9221, -6.4512], [-1.2167, -0.0547, 1.5598], [-0.1399, -0.6300, -0.1088], [-0.6115, 1.3420, 0.6223], [3.8041, 2.8742, -1.6284], [-0.0878, -0.6585, -0.6349], [0.4568, -0.0443, -0.5621], [-6.5650, 1.6664, 4.8283], [-2.6058, -1.1189, 1.7147], [-0.0479, 1.9502, 0.7050], [-1.9405, -8.1278, -0.3381], [-0.4813, 2.5587, -5.7327], [0.9138, -1.3373, 0.3748], [-0.6257, 0.5882, -0.6059], [0.4475, 1.6532, -0.1414], [-1.4931, 0.1940, 1.4432], [2.5022, 3.9361, 2.8994], [5.2804, -1.4815, -3.7175], [-1.1424, -1.0391, -0.8360], [-2.0922, 1.7468, 1.6802]], "mulliken_charge": [-0.006, -0.746, -0.656, -0.313, 0.206, -0.585, -0.696, -0.855, -0.690, 0.682, -1.298, -1.690, -0.280, -0.747, -0.117, -0.595, 0.841, -0.795, 0.052, 0.378, -0.020, -0.130, 0.845, -0.495, 0.111, 0.336, 0.443, 0.402, 0.152, 0.373, 0.433, 1.297, 0.096, -0.182, 0.655, 0.592, 0.253, 0.397, 0.328, 0.508, 0.588, 0.548, 0.312, 0.065], "lumo_ev": -0.9, "energy_ha": -3589.9546}

=====

(3)
{"formula": "CH2Cl4OP2", "method": "ωB97M-V/def2-TZVPD", "species": ["Cl", "Cl", "Cl", "Cl", "P", "P", "O", "C", "H", "H"], "xyz": [[-1.926630, -2.228386, 1.451001], [-5.145594, -0.713352, 0.211238], [-4.389585, 2.325771, 0.421743], [-2.525402, -1.716211, -1.528430], [-1.569968, -0.862977, 0.120787], [-4.035490, 0.627341, -0.572535], [-2.687757, 0.259501, 0.286870], [-0.154479, -0.058836, 0.393187], [0.609327, -0.650098, 0.900249], [0.267368, 0.310722, -0.432313]], "forces_ev_per_a": [[-0.1819, -0.8716, 1.0672], [-2.6185, -2.0032, 1.5054], [-0.4784, 0.7721, 0.6556], [0.8929, -0.4341, -0.4477], [-0.4391, 1.5249, -0.2582], [1.7926, 1.3473, -2.1117], [0.4109, 0.3405, 0.2311], [-0.4617, -2.8014, 2.4216], [-0.2928, -0.1786, 0.1603], [1.3759, 2.3041, -3.2237]], "mulliken_charge": [-0.158, -0.123, -0.183, -0.276, 0.721, 0.351, -0.143, -0.828, 0.289, 0.349], "lumo_ev": 0.2, "energy_ha": -2638.0834, "smiles": "C=P(Cl)(Cl)OP(Cl)Cl"}

=====

(4)
{"formula": "N2O4", "method": "ωB97M-V/def2-TZVPD", "species": ["O", "O", "O", "O", "N", "N"], "xyz": [[-1.626318, -1.103068, 0.003369], [-1.682220, 1.079453, 0.003843], [2.726111, -0.009786, 0.006108], [0.533231, 0.031039, -0.012376], [-1.597924, -0.010088, -0.001146], [1.647122, 0.012448, 0.000200]], "forces_ev_per_a": [[-0.0323, -2.7312, -0.0294], [-0.1401, 2.7623, -0.0283], [3.1354, -0.0419, 0.0429], [1.3105, 0.0886, 0.0040], [-2.8410, -0.0940, 0.0700], [-1.4324, 0.0161, -0.0592]], "mulliken_charge": [-0.200, -0.197, -0.084, -0.379, 1.502, 1.358], "lumo_ev": -12.6, "energy_ha": -409.3520, "total_charge": 2}